1.
{"formula": "C29H22BrFeN8O2", "method": "ωB97M-V/def2-TZVPD", "s2": 0.778, "energy_ha": -5543.99319, "spin_multiplicity": 2, "total_charge": 2, "symbols": ["Fe", "C", "C", "N", "C", "C", "C", "C", "C", "C", "C", "C", "C", "N", "C", "H", "H", "H", "H", "H", "H", "H", "H", "Br", "C", "C", "C", "C", "C", "N", "C", "O", "O", "H", "H", "H", "C", "C", "N", "C", "C", "N", "C", "N", "N", "N", "C", "C", "C", "C", "C", "C", "H", "H", "H", "H", "H", "H", "H", "H", "H", "H", "H"], "xyz": [[-0.90, 1.37, 0.41], [-4.33, 0.54, -2.67], [-3.17, 0.46, -1.89], [-2.80, 1.40, -1.05], [-3.56, 2.51, -0.93], [-4.70, 2.72, -1.74], [-5.08, 1.68, -2.61], [-5.41, 3.95, -1.65], [-5.04, 4.90, -0.75], [-3.96, 4.68, 0.15], [-3.60, 5.60, 1.15], [-2.59, 5.28, 2.03], [-1.93, 4.06, 1.89], [-2.22, 3.20, 0.93], [-3.22, 3.48, 0.07], [-4.60, -0.29, -3.30], [-2.52, -0.40, -1.95], [-5.96, 1.80, -3.22], [-6.25, 4.11, -2.30], [-5.58, 5.83, -0.68], [-4.13, 6.54, 1.23], [-2.31, 5.95, 2.83], [-1.14, 3.78, 2.57], [-1.26, 0.19, 3.60], [0.59, 0.31, 3.18], [1.63, -0.16, 3.96], [2.92, 0.02, 3.48], [3.13, 0.65, 2.25], [2.01, 1.07, 1.55], [0.78, 0.89, 2.01], [2.06, 1.71, 0.14], [3.12, 1.81, -0.43], [0.89, 2.00, -0.29], [1.43, -0.66, 4.90], [3.76, -0.32, 4.06], [4.11, 0.82, 1.85], [1.36, -0.97, -1.46], [0.19, -1.55, -0.77], [-0.76, -0.89, -0.14], [-1.63, -1.83, 0.35], [-1.19, -3.07, 0.02], [-0.04, -2.88, -0.71], [0.87, -3.91, -1.15], [2.08, -3.81, -0.37], [2.03, -3.46, 0.92], [3.19, -3.32, 1.38], [4.11, -3.59, 0.42], [5.51, -3.59, 0.42], [6.14, -3.86, -0.78], [5.41, -4.13, -1.95], [4.03, -4.15, -1.97], [3.39, -3.90, -0.76], [1.18, 0.07, -1.71], [1.59, -1.51, -2.37], [2.24, -1.01, -0.81], [-2.51, -1.55, 0.91], [-1.58, -4.05, 0.23], [1.13, -3.78, -2.21], [0.39, -4.88, -1.01], [6.06, -3.40, 1.32], [7.21, -3.86, -0.83], [5.95, -4.32, -2.86], [3.48, -4.33, -2.88]]}

2.
{"formula": "C4H4NO3", "method": "ωB97M-V/def2-TZVPD", "total_charge": -1, "de_lowest_kcal_mol": 42.11, "symbols": ["C", "C", "C", "C", "N", "O", "O", "O", "H", "H", "H", "H"], "xyz": [[-0.40, -1.47, 0.17], [-1.86, 1.21, 0.07], [1.44, 0.17, 0.59], [0.22, -0.35, -0.20], [-1.00, -2.45, 0.52], [-2.44, 0.92, -0.89], [-1.59, 1.81, 1.04], [0.38, 0.03, -1.60], [2.01, 0.72, -0.11], [1.09, 0.84, 1.25], [1.94, -0.64, 1.16], [0.22, -0.79, -1.99]]}

3.
{"formula": "C30H24F3NO2S", "method": "ωB97M-V/def2-TZVPD", "energy_ha": -2060.47786, "total_charge": 0, "symbols": ["C", "N", "C", "C", "C", "C", "C", "C", "C", "C", "C", "C", "C", "C", "C", "C", "C", "H", "H", "H", "H", "H", "H", "H", "H", "H", "H", "H", "H", "H", "H", "F", "C", "F", "F", "C", "C", "C", "C", "C", "S", "C", "C", "C", "C", "C", "C", "O", "O", "C", "C", "H", "H", "H", "H", "H", "H", "H", "H", "H", "H"], "xyz": [[-2.75, 4.63, -1.02], [-2.07, 3.64, -0.17], [-2.45, 2.34, -0.03], [-1.64, 1.72, 0.94], [-1.83, 0.42, 1.45], [-0.98, -0.28, 2.38], [0.43, -0.24, 2.29], [1.22, -0.86, 3.23], [0.63, -1.54, 4.29], [-0.75, -1.62, 4.39], [-1.54, -1.03, 3.44], [-0.75, 2.74, 1.44], [0.19, 2.76, 2.48], [0.86, 3.92, 2.76], [0.61, 5.09, 2.03], [-0.33, 5.10, 1.03], [-1.02, 3.93, 0.73], [-2.29, 5.61, -0.92], [-2.69, 4.32, -2.06], [-3.80, 4.70, -0.74], [-3.26, 1.88, -0.56], [-2.78, -0.05, 1.23], [0.89, 0.28, 1.47], [2.29, -0.84, 3.15], [1.25, -2.00, 5.05], [-1.20, -2.13, 5.22], [-2.61, -1.09, 3.51], [0.35, 1.88, 3.06], [1.58, 3.94, 3.57], [1.16, 5.98, 2.27], [-0.55, 6.01, 0.50], [-1.64, -7.45, -0.70], [-0.35, -7.23, -0.39], [-0.16, -7.44, 0.93], [0.44, -8.05, -1.11], [0.01, -5.79, -0.72], [0.97, -5.14, 0.04], [1.32, -3.84, -0.22], [0.71, -3.14, -1.30], [1.06, -1.84, -1.58], [0.25, -0.98, -2.92], [1.05, 0.62, -2.94], [0.54, 1.66, -2.20], [1.16, 2.90, -2.24], [2.28, 3.09, -3.02], [2.79, 2.04, -3.76], [2.17, 0.80, -3.72], [0.65, -1.75, -4.15], [-1.19, -0.78, -2.51], [-0.26, -3.83, -2.07], [-0.59, -5.13, -1.78], [1.43, -5.67, 0.86], [2.05, -3.33, 0.38], [1.82, -1.35, -1.01], [-0.34, 1.51, -1.61], [0.76, 3.71, -1.65], [2.75, 4.05, -3.06], [3.66, 2.18, -4.37], [2.53, -0.02, -4.31], [-0.72, -3.33, -2.91], [-1.32, -5.67, -2.37]]}

4.
{"formula": "C22H45BO6P", "method": "ωB97M-V/def2-TZVPD", "energy_ha": -1682.70013, "total_charge": 1, "symbols": ["C", "C", "O", "C", "C", "P", "C", "C", "C", "O", "B", "O", "O", "C", "C", "C", "C", "C", "C", "C", "H", "H", "H", "H", "H", "H", "H", "H", "H", "H", "H", "H", "H", "H", "H", "H", "H", "H", "H", "H", "H", "H", "H", "H", "H", "C", "C", "O", "C", "C", "H", "H", "H", "H", "H", "H", "H", "H", "H", "H", "C", "C", "O", "C", "C", "H", "H", "H", "H", "H", "H", "H", "H", "H", "H"], "xyz": [[-0.26, 7.35, -0.64], [-0.87, 7.03, -2.01], [-1.18, 5.65, -2.17], [-0.26, 4.94, -2.95], [-0.65, 3.47, -2.91], [-0.40, 2.61, -1.31], [0.74, 3.51, -0.24], [1.42, 2.62, 0.81], [2.96, 2.72, 0.80], [3.52, 2.87, -0.50], [0.39, 0.84, -1.73], [-0.43, -0.25, -1.68], [1.70, 0.83, -2.04], [2.17, 0.83, -3.40], [-1.98, 2.42, -0.50], [-3.07, 1.95, -1.24], [-4.30, 1.76, -0.62], [-4.44, 2.05, 0.74], [-3.36, 2.53, 1.47], [-2.13, 2.72, 0.85], [-0.04, 6.42, -0.12], [-0.96, 7.90, -0.01], [0.67, 7.91, -0.72], [-1.80, 7.58, -2.14], [-0.20, 7.35, -2.81], [0.77, 5.11, -2.62], [-0.30, 5.26, -4.00], [-0.10, 2.93, -3.69], [-1.71, 3.39, -3.15], [1.46, 4.01, -0.88], [0.14, 4.29, 0.23], [1.13, 1.57, 0.71], [1.09, 2.92, 1.80], [3.37, 1.80, 1.22], [3.29, 3.54, 1.44], [3.73, 3.80, -0.65], [-0.20, -0.90, -1.00], [2.31, 1.86, -3.74], [1.48, 0.30, -4.05], [3.13, 0.33, -3.41], [-2.96, 1.71, -2.29], [-5.14, 1.38, -1.18], [-5.40, 1.90, 1.22], [-3.48, 2.75, 2.52], [-1.30, 3.09, 1.44], [-2.60, -3.39, -1.89], [-1.29, -4.17, -2.00], [-0.53, -4.17, -0.80], [-1.15, -4.76, 0.33], [-1.52, -6.22, 0.14], [-2.38, -2.37, -1.56], [-3.09, -3.35, -2.86], [-3.29, -3.84, -1.18], [-0.65, -3.69, -2.74], [-1.48, -5.19, -2.35], [-2.03, -4.18, 0.63], [-0.42, -4.67, 1.13], [-2.27, -6.36, -0.63], [-1.93, -6.62, 1.07], [-0.64, -6.80, -0.13], [3.68, -5.73, 2.59], [2.43, -4.85, 2.59], [1.34, -5.38, 3.32], [1.57, -5.60, 4.70], [1.94, -4.36, 5.49], [3.44, -6.72, 2.22], [4.44, -5.28, 1.95], [4.10, -5.83, 3.59], [2.06, -4.75, 1.57], [2.68, -3.84, 2.94], [2.33, -6.38, 4.85], [0.63, -6.01, 5.08], [2.89, -3.93, 5.16], [2.03, -4.60, 6.55], [1.17, -3.59, 5.37]]}

5.
{"formula": "C4H4N2", "method": "ωB97M-V/def2-TZVPD", "s2": 2.016, "spin_multiplicity": 3, "total_charge": 0, "de_lowest_kcal_mol": 28.53, "symbols": ["C", "C", "C", "C", "N", "N", "H", "H", "H", "H"], "xyz": [[0.23, -1.56, 1.26], [0.08, 0.94, 1.00], [-0.16, 0.21, -1.75], [0.19, -0.28, 0.45], [0.25, -2.63, 1.66], [0.41, -0.55, -0.92], [-0.26, 1.82, 0.48], [-0.13, 0.93, 2.12], [0.27, 0.07, -2.77], [-0.86, 1.05, -1.53]]}

What did the second record say?
{"formula": "C4H4NO3", "method": "ωB97M-V/def2-TZVPD", "total_charge": -1, "de_lowest_kcal_mol": 42.11, "symbols": ["C", "C", "C", "C", "N", "O", "O", "O", "H", "H", "H", "H"], "xyz": [[-0.40, -1.47, 0.17], [-1.86, 1.21, 0.07], [1.44, 0.17, 0.59], [0.22, -0.35, -0.20], [-1.00, -2.45, 0.52], [-2.44, 0.92, -0.89], [-1.59, 1.81, 1.04], [0.38, 0.03, -1.60], [2.01, 0.72, -0.11], [1.09, 0.84, 1.25], [1.94, -0.64, 1.16], [0.22, -0.79, -1.99]]}